Here is a cluster of 11 separate species, C44H77N11 in total from the Open Molecules 2025 dataset. Energies are from ωB97M-V/def2-TZVPD.

## Properties
Kohn-Sham gap in eV: 11.32
LUMO in Eh: 0.003

```
132
C44H77N11, DFT ωB97M-V/def2-TZVPD
C -5.22523 -2.07478 -10.35404
C -4.04625 -2.97260 -10.06582
C -3.43943 -2.85347 -8.63050
C -2.81235 -1.54992 -8.23606
N -2.32633 -0.54590 -7.95105
H -4.98507 -1.03302 -10.14154
H -6.06699 -2.28521 -9.69430
H -5.51080 -2.20293 -11.39814
H -3.18745 -2.77135 -10.70621
H -4.37294 -4.00130 -10.21799
H -2.60681 -3.55168 -8.54489
H -4.18729 -3.08388 -7.87172
C -6.70730 8.09595 0.90564
C -6.89010 7.96594 2.43249
C -8.26911 7.46884 2.88099
C -8.66182 7.83697 4.24557
N -9.02244 8.17144 5.30100
H -7.46432 8.71316 0.42183
H -6.73555 7.08321 0.50359
H -5.71325 8.45973 0.64561
H -6.72662 8.94396 2.88511
H -6.07989 7.34735 2.81851
H -8.24010 6.37951 2.85586
H -9.08620 7.81169 2.24625
C -3.64968 -1.36605 8.70344
C -3.49922 -1.74520 7.20209
C -3.01428 -3.16923 6.94516
C -1.90055 -3.63084 7.75410
N -0.97633 -4.04832 8.35166
H -4.20283 -2.16256 9.20112
H -4.20684 -0.42943 8.68302
H -2.66392 -1.29283 9.16282
H -2.81322 -1.02688 6.75319
H -4.47716 -1.63973 6.73242
H -2.63126 -3.27117 5.92977
H -3.84788 -3.87134 6.92915
C -0.13434 9.64914 3.07890
C -0.03355 8.93412 4.47835
C 1.12649 7.98886 4.68178
C 2.36409 8.59331 4.41472
N 3.38132 9.11625 4.14929
H -0.50105 9.00467 2.27997
H 0.76950 10.15446 2.73858
H -0.95619 10.36482 3.05687
H -0.93421 8.40397 4.78791
H 0.05241 9.72294 5.22565
H 1.03859 7.07446 4.09505
H 1.05019 7.75713 5.74412
C 3.23111 2.37387 9.54843
C 2.43465 1.29945 8.75913
C 3.27471 0.66448 7.63677
C 4.61764 0.08763 7.94121
N 5.66070 -0.30305 8.17929
H 4.13336 1.90640 9.94277
H 2.66368 2.86203 10.34077
H 3.54209 3.13240 8.83008
H 1.56723 1.84369 8.38565
H 2.08602 0.51908 9.43557
H 3.38879 1.38397 6.82596
H 2.74317 -0.19275 7.22360
C -1.55133 7.06955 -10.26184
C -0.87052 6.83190 -8.90989
C -1.84578 6.48748 -7.78405
C -1.07975 6.45677 -6.50343
N -0.46702 6.46185 -5.53018
H -2.40437 7.74151 -10.16752
H -1.91129 6.07289 -10.51717
H -0.80476 7.41055 -10.97910
H -0.38010 7.74023 -8.55984
H -0.09781 6.08076 -9.07361
H -2.38359 5.54174 -7.85042
H -2.64991 7.20916 -7.64033
C -1.70539 2.41646 0.72856
C -1.71293 1.32356 -0.36295
C -0.34300 0.63644 -0.65258
C 0.30124 -0.09056 0.47228
N 0.83803 -0.63364 1.36014
H -1.30776 1.99301 1.65088
H -2.69775 2.82350 0.92261
H -1.07650 3.25008 0.41604
H -2.12961 1.69458 -1.29933
H -2.40435 0.56125 -0.00388
H 0.36160 1.32307 -1.12180
H -0.53053 -0.12619 -1.40844
C 4.82106 -9.20109 -2.83069
C 4.87719 -7.97726 -1.87376
C 4.94169 -6.62319 -2.61620
C 3.71599 -6.31374 -3.30454
N 2.73958 -6.05578 -3.89396
H 4.52202 -10.12287 -2.33170
H 5.81383 -9.34183 -3.25812
H 4.13756 -8.91312 -3.62945
H 5.78559 -7.97393 -1.27136
H 4.04716 -7.96162 -1.16743
H 5.62698 -6.74293 -3.45532
H 5.17267 -5.78125 -1.96361
C -2.21116 -6.79882 -0.13108
C -2.36968 -8.02327 -1.00748
C -1.68041 -9.33652 -0.46002
C -2.10530 -9.65546 0.95270
N -2.44682 -9.90403 2.05366
H -2.70912 -6.87783 0.83530
H -2.48350 -5.85262 -0.59863
H -1.14882 -6.71011 0.09624
H -1.87513 -7.82346 -1.95806
H -3.41438 -8.24374 -1.22678
H -0.59499 -9.23692 -0.46569
H -1.97525 -10.21748 -1.03016
C 6.31353 3.46249 -7.43286
C 4.87216 3.35979 -6.86736
C 4.66499 2.50600 -5.65188
C 5.43071 1.30330 -5.65735
N 6.04409 0.33868 -5.64512
H 6.56378 2.45521 -7.76581
H 6.98604 3.81227 -6.64962
H 6.35606 4.07977 -8.33022
H 4.28614 2.85236 -7.63363
H 4.47354 4.36953 -6.76922
H 3.60230 2.29709 -5.52879
H 4.98591 2.99204 -4.73054
C 6.57314 -7.75068 4.92447
C 5.11426 -7.39833 4.83860
C 4.15613 -8.57346 5.07600
C 4.37867 -9.75355 4.25748
N 4.62784 -10.67881 3.59350
H 7.15930 -6.86382 4.68368
H 6.88667 -8.55387 4.25762
H 6.87221 -8.07467 5.92131
H 4.92125 -6.92169 3.87752
H 4.82390 -6.64437 5.57028
H 3.17079 -8.25944 4.73159
H 4.08334 -8.98234 6.08378
```